This record from OMol25 describes a cluster of 20 separate species, C21H4BCl76F4N in total in a non-equilibrium geometry. The level of theory is wB97M-V/def2-TZVPD.

The geometry in XYZ format:
```
107
Properties=species:S:1:pos:R:3:lowdin_charge:R:1
N 4.90515 4.06572 3.39600 0.073
B 3.89247 4.93973 2.74619 -0.168
C 2.43529 5.34513 3.34579 -0.329
F 1.91260 6.40446 2.56146 0.035
F 2.56661 5.80436 4.66786 0.051
C 1.34772 4.19798 3.30482 -0.193
F 0.12292 4.79681 3.68663 0.025
F 1.12467 3.70672 2.00355 -0.020
H 4.66003 3.07309 3.37618 0.067
H 5.16466 4.38842 4.33220 0.076
H 4.18508 5.43344 1.70102 0.042
H 1.51583 3.35833 4.03290 0.177
C 6.33196 2.78787 -0.27644 -1.972
Cl 7.48868 2.78588 1.06872 0.545
Cl 6.26096 1.17190 -1.00010 0.495
Cl 4.71258 3.22470 0.30718 0.549
Cl 6.84099 3.97375 -1.49218 0.491
C 1.74364 0.47376 8.87527 -2.015
Cl 0.04619 0.28749 8.38776 0.483
Cl 1.87125 0.32882 10.63786 0.493
Cl 2.72304 -0.79130 8.10551 0.522
Cl 2.33894 2.06965 8.37761 0.505
C 3.47916 -0.32259 -3.55114 -1.983
Cl 3.69360 0.57559 -5.06769 0.527
Cl 3.03494 0.80335 -2.25152 0.480
Cl 2.19750 -1.53315 -3.75709 0.528
Cl 4.99576 -1.13780 -3.11765 0.435
C 6.78980 -3.33413 0.11915 -2.016
Cl 7.02110 -2.44340 -1.39811 0.458
Cl 6.33050 -2.20028 1.40471 0.519
Cl 5.50538 -4.53964 -0.09413 0.526
Cl 8.30152 -4.15099 0.56185 0.526
C 8.04320 8.26305 -1.94185 -2.019
Cl 6.89360 9.40893 -2.65866 0.514
Cl 8.03168 6.75088 -2.87122 0.473
Cl 9.67328 8.96371 -1.97278 0.525
Cl 7.57477 7.92672 -0.26350 0.515
C 7.93631 -2.27709 -5.82139 -2.020
Cl 6.37984 -2.52767 -6.63370 0.489
Cl 9.21507 -2.08994 -7.03831 0.524
Cl 7.85195 -0.81434 -4.82031 0.501
Cl 8.29836 -3.67745 -4.79308 0.511
C -0.65068 2.33140 -1.97034 -1.996
Cl -0.58959 0.59516 -2.37308 0.466
Cl -2.27321 2.96542 -2.31409 0.524
Cl -0.26220 2.57943 -0.25568 0.536
Cl 0.54039 3.19170 -2.96646 0.497
C -3.22276 -2.29535 7.64166 -2.008
Cl -4.54861 -2.61277 8.77743 0.507
Cl -3.72246 -2.82915 6.02111 0.502
Cl -2.84425 -0.56247 7.66156 0.498
Cl -1.78393 -3.20397 8.14456 0.525
C 4.41296 2.54247 13.19294 -2.027
Cl 2.91304 3.04122 13.99945 0.518
Cl 5.00958 1.04165 13.92891 0.517
Cl 4.09262 2.26814 11.46935 0.472
Cl 5.63479 3.81712 13.37473 0.517
C -3.56125 0.09764 1.12379 -1.969
Cl -3.22107 1.44564 2.23359 0.503
Cl -2.44409 0.15869 -0.25761 0.466
Cl -3.36908 -1.44805 1.97919 0.496
Cl -5.22450 0.22315 0.52038 0.491
C -6.62754 0.80718 -3.50745 -2.023
Cl -7.18086 -0.07916 -4.94123 0.500
Cl -7.83018 0.64691 -2.21120 0.514
Cl -5.07821 0.13897 -2.96116 0.493
Cl -6.42117 2.52247 -3.91403 0.521
C -6.46166 -3.46607 -7.35967 -1.999
Cl -8.17610 -3.82048 -7.64572 0.509
Cl -6.15364 -3.40272 -5.61381 0.514
Cl -5.46474 -4.74116 -8.08974 0.498
Cl -6.05341 -1.89516 -8.08861 0.488
C -7.53023 1.00106 4.34870 -2.015
Cl -8.05767 2.50278 5.13487 0.521
Cl -5.90958 1.22720 3.66458 0.477
Cl -7.48646 -0.30940 5.54483 0.495
Cl -8.66743 0.58118 3.05158 0.519
C -11.75085 -5.64275 -6.51643 -2.041
Cl -13.16828 -6.65485 -6.17655 0.517
Cl -11.44862 -4.56498 -5.13949 0.513
Cl -10.33354 -6.67706 -6.77914 0.504
Cl -12.05120 -4.67235 -7.97202 0.509
C -3.83522 -3.94567 -11.71747 -2.018
Cl -3.62577 -2.88158 -13.12286 0.518
Cl -4.33282 -2.98322 -10.31260 0.455
Cl -5.08245 -5.15736 -12.07367 0.517
Cl -2.30047 -4.76377 -11.36118 0.516
C -2.02860 -5.39787 1.88726 -2.024
Cl -1.78042 -4.33689 0.48702 0.509
Cl -2.55790 -4.43031 3.27938 0.470
Cl -3.26955 -6.60612 1.50153 0.523
Cl -0.50643 -6.21884 2.28432 0.521
C -9.73107 -2.18742 8.90344 -2.031
Cl -9.84940 -0.64279 8.03944 0.500
Cl -10.59736 -3.44153 7.99479 0.519
Cl -8.02303 -2.64521 9.06156 0.490
Cl -10.45142 -2.02131 10.51686 0.519
C 6.07906 -6.38140 -8.13301 -2.027
Cl 4.55912 -5.86285 -8.88864 0.517
Cl 6.67534 -7.84281 -8.94476 0.519
Cl 7.28311 -5.08746 -8.28069 0.486
Cl 5.79678 -6.73114 -6.41606 0.513
C 3.82082 5.84832 -3.12853 -1.998
Cl 3.88361 4.11047 -3.48740 0.481
Cl 2.19857 6.46785 -3.49567 0.527
Cl 4.17943 6.12081 -1.41292 0.500
Cl 5.02319 6.69896 -4.11919 0.501
```

Computed properties:
total energy = -986575.376 eV
lowest unoccupied orbital energy = -0.679 eV
orbital gap = 9.45 eV
F_max = 2.3 eV/A
molar mass = 3051.50 g/mol

=====

This record from OMol25 describes a structure of composition C21H50Br9N3O3 in a non-equilibrium geometry. The level of theory is wB97M-V/def2-TZVPD.

The geometry in XYZ format:
```
86
Properties=species:S:1:pos:R:3:lowdin_charge:R:1
C 15.67916 -30.73644 -3.76799 -1.393
Br 17.14020 -29.40146 -3.45941 1.002
Br 16.21095 -31.80206 -5.37666 0.628
Br 13.85897 -29.92709 -3.90270 0.487
H 15.60695 -31.30625 -2.84160 -0.166
C 16.64781 -34.40279 -3.06443 -1.342
Br 14.79878 -34.57400 -3.68750 0.588
Br 17.05882 -35.89668 -1.85484 0.593
Br 16.98387 -32.53473 -2.44083 0.944
H 17.30914 -34.59169 -3.91005 -0.022
C 16.39457 -27.55555 -1.41192 -1.450
Br 17.07980 -25.71500 -1.07730 0.794
Br 14.63115 -27.53956 -2.17774 0.596
Br 16.40854 -28.34005 0.45974 0.586
H 17.01397 -28.10694 -2.11931 -0.179
C 19.02135 -27.53054 -1.74616 -0.237
C 19.26049 -28.74548 -2.68044 -0.362
C 19.19323 -30.01941 -1.85246 -0.207
C 19.86306 -31.20088 -2.63311 -0.177
C 18.92900 -32.15787 -3.44457 -0.460
C 19.76740 -32.97284 -4.42514 -0.151
H 18.15090 -27.63441 -1.09836 -0.088
H 18.94997 -26.63275 -2.36015 -0.013
H 19.89305 -27.32758 -1.12402 0.078
H 18.43080 -28.68349 -3.38461 -0.168
H 20.06307 -28.67011 -3.41411 0.065
H 18.17598 -30.25472 -1.53952 0.041
H 19.64451 -29.76340 -0.89386 0.127
H 20.71131 -31.01828 -3.29283 0.046
H 20.33516 -31.82589 -1.87509 0.122
H 18.30918 -32.77956 -2.79849 -0.243
H 18.20729 -31.65164 -4.08563 -0.053
H 20.36791 -32.51017 -5.20836 0.094
H 20.31669 -33.81879 -4.01194 0.078
H 19.05810 -33.57108 -4.99707 0.069
C 23.24287 -26.06423 -5.52638 -0.046
C 21.83571 -26.48495 -6.00980 -0.358
C 20.65072 -26.23719 -5.08839 -0.226
O 20.86123 -26.40703 -3.67464 -0.260
C 21.53460 -27.58402 -3.19021 -0.072
N 21.56995 -25.63742 -7.14146 0.041
H 23.25612 -25.48011 -4.60620 0.089
H 23.88245 -25.66228 -6.31217 0.088
H 23.83467 -26.95900 -5.33331 0.010
H 21.85312 -27.55319 -6.22580 0.132
H 19.92602 -27.03110 -5.26900 0.153
H 20.06246 -25.34563 -5.30559 0.116
H 21.36908 -27.86848 -2.15108 0.105
H 22.60552 -27.40861 -3.08781 0.092
H 21.19005 -28.44258 -3.76663 0.062
H 20.57644 -25.73203 -7.29669 0.068
H 21.51038 -24.69243 -6.78995 0.081
C 18.77272 -25.26182 -3.61301 -0.121
C 19.70790 -24.09236 -3.21463 -0.324
C 19.94063 -23.86584 -1.73763 -0.129
O 20.77908 -24.99927 -1.24105 -0.198
C 20.55872 -25.16720 0.10962 -0.149
N 20.98626 -24.40397 -3.88955 0.044
H 17.87843 -25.14025 -3.00178 -0.028
H 19.31162 -26.17836 -3.37294 0.028
H 18.52632 -25.20508 -4.67326 0.098
H 19.31453 -23.24216 -3.77185 0.132
H 18.97693 -23.75389 -1.24080 0.083
H 20.49101 -22.93165 -1.62585 0.128
H 20.38292 -24.29204 0.73517 0.098
H 21.38834 -25.80970 0.40466 0.099
H 19.67759 -25.80700 0.15822 0.043
H 20.78255 -25.32820 -4.24225 -0.166
H 21.65550 -24.54789 -3.14692 0.079
C 24.32854 -29.49520 -2.54931 -0.030
C 23.67631 -29.62720 -3.96017 -0.359
C 22.43566 -30.50267 -3.82908 -0.245
O 22.84279 -31.70942 -3.27191 -0.143
C 21.88484 -32.81656 -3.32443 -0.099
N 23.53579 -28.25901 -4.42261 -0.094
H 24.69788 -30.46693 -2.22156 0.081
H 23.79204 -28.85869 -1.84564 0.081
H 25.23641 -28.92223 -2.73788 0.070
H 24.38418 -30.15710 -4.59754 0.144
H 22.12962 -30.53834 -4.87463 0.143
H 21.57435 -30.11465 -3.28531 0.073
H 20.96027 -32.50361 -2.83930 0.010
H 22.44584 -33.61642 -2.84113 0.123
H 21.54227 -32.90928 -4.35504 0.045
H 23.50727 -28.40701 -5.42130 0.086
H 24.44412 -27.85421 -4.24605 0.092
```

Computed properties:
total energy = -663549.737 eV
lowest unoccupied orbital energy = -0.838 eV
orbital gap = 6.86 eV
F_max = 16.0 eV/A
molar mass = 1111.79 g/mol

=====

- Which formula does entry 2 have?
  C21H50Br9N3O3

=====

- Among the records above, which one has the lowest F_max?
  C21H4BCl76F4N

=====

- Which formula does entry 1 have?
  C21H4BCl76F4N